{"formula": "C40H86O22P2S7", "method": "wB97M-V/def2-TZVPD", "symbols": ["C", "C", "O", "P", "O", "O", "C", "C", "O", "C", "C", "H", "H", "H", "H", "H", "H", "H", "H", "H", "H", "H", "H", "H", "H", "H", "C", "C", "O", "P", "O", "O", "C", "C", "O", "C", "C", "H", "H", "H", "H", "H", "H", "H", "H", "H", "H", "H", "H", "H", "H", "H", "O", "S", "O", "C", "C", "C", "C", "H", "H", "H", "H", "H", "H", "H", "H", "O", "S", "O", "C", "C", "C", "C", "H", "H", "H", "H", "H", "H", "H", "H", "O", "S", "O", "C", "C", "C", "C", "H", "H", "H", "H", "H", "H", "H", "H", "O", "S", "O", "C", "C", "C", "C", "H", "H", "H", "H", "H", "H", "H", "H", "O", "S", "O", "C", "C", "C", "C", "H", "H", "H", "H", "H", "H", "H", "H", "O", "S", "O", "C", "C", "C", "C", "H", "H", "H", "H", "H", "H", "H", "H", "O", "S", "O", "C", "C", "C", "C", "H", "H", "H", "H", "H", "H", "H", "H"], "coordinates": [[1.500, 1.177, -5.115], [0.709, 0.004, -5.672], [0.128, -0.725, -4.569], [-0.480, -2.169, -4.877], [-1.129, -2.298, -6.178], [-1.404, -2.434, -3.620], [-2.856, -2.235, -3.774], [-3.180, -0.790, -4.110], [0.726, -3.167, -4.645], [1.497, -3.097, -3.404], [2.778, -2.320, -3.610], [2.565, 0.937, -5.063], [1.379, 2.013, -5.804], [1.186, 1.495, -4.126], [-0.121, 0.415, -6.255], [1.231, -0.663, -6.355], [-3.199, -3.014, -4.449], [-3.244, -2.455, -2.773], [-4.172, -0.456, -3.830], [-2.433, -0.144, -3.642], [-2.996, -0.669, -5.184], [0.924, -2.628, -2.602], [1.671, -4.136, -3.144], [3.281, -2.182, -2.648], [3.438, -2.802, -4.332], [2.586, -1.314, -3.987], [-7.310, 1.099, -0.983], [-5.987, 1.359, -1.643], [-5.874, 2.797, -1.806], [-4.447, 3.480, -1.820], [-4.448, 4.899, -2.150], [-3.856, 3.077, -0.401], [-4.219, 3.902, 0.733], [-4.238, 3.032, 1.986], [-3.573, 2.580, -2.771], [-3.506, 2.740, -4.205], [-2.145, 3.234, -4.637], [-8.106, 1.315, -1.684], [-7.329, 0.050, -0.678], [-7.374, 1.701, -0.081], [-5.128, 0.963, -1.102], [-5.972, 0.934, -2.649], [-3.604, 4.792, 0.866], [-5.249, 4.255, 0.587], [-4.610, 2.046, 1.704], [-3.303, 2.933, 2.530], [-4.964, 3.447, 2.693], [-3.676, 1.748, -4.632], [-4.365, 3.345, -4.513], [-1.984, 4.268, -4.337], [-1.418, 2.606, -4.113], [-2.013, 3.133, -5.711], [-0.350, 0.492, 5.460], [0.031, 1.596, 4.615], [-0.778, 1.895, 3.459], [0.214, 3.101, 5.624], [1.399, 3.902, 5.056], [2.061, 3.081, 3.943], [1.802, 1.619, 4.248], [0.500, 2.680, 6.592], [-0.717, 3.611, 5.861], [1.121, 4.889, 4.694], [2.075, 4.048, 5.897], [3.153, 3.130, 3.974], [1.719, 3.341, 2.949], [2.280, 1.216, 5.143], [2.024, 0.897, 3.458], [3.260, 3.019, 0.741], [3.427, 2.770, -0.673], [2.285, 3.054, -1.527], [4.933, 3.545, -1.342], [5.976, 2.458, -1.219], [5.302, 1.113, -1.594], [3.964, 1.087, -0.877], [5.022, 4.438, -0.727], [4.642, 3.801, -2.357], [6.762, 2.630, -1.957], [6.453, 2.375, -0.245], [5.889, 0.224, -1.408], [5.076, 1.210, -2.661], [4.082, 0.779, 0.167], [3.177, 0.463, -1.288], [4.499, -1.712, 3.265], [3.822, -2.392, 2.187], [3.199, -1.631, 1.133], [4.857, -3.664, 1.461], [3.816, -4.663, 0.994], [2.812, -4.876, 2.134], [2.588, -3.542, 2.848], [5.478, -4.063, 2.266], [5.520, -3.273, 0.694], [3.333, -4.272, 0.092], [4.252, -5.605, 0.654], [3.185, -5.652, 2.807], [1.933, -5.351, 1.688], [2.877, -3.708, 3.883], [1.624, -3.050, 2.771], [1.275, -5.437, -1.097], [0.182, -6.375, -0.946], [0.322, -7.632, -0.259], [-1.271, -5.479, -0.328], [-2.420, -5.876, -1.213], [-1.835, -5.820, -2.630], [-0.551, -6.633, -2.597], [-0.934, -4.447, -0.488], [-1.330, -5.507, 0.760], [-2.798, -6.874, -1.010], [-3.202, -5.121, -1.150], [-1.694, -4.797, -2.972], [-2.489, -6.306, -3.358], [0.172, -6.599, -3.407], [-0.840, -7.692, -2.556], [3.137, 6.056, -0.350], [1.935, 6.682, 0.154], [1.978, 8.057, 0.575], [0.618, 6.267, -1.034], [-0.434, 5.460, -0.277], [0.259, 4.707, 0.877], [1.240, 5.674, 1.486], [1.129, 5.714, -1.814], [0.186, 7.210, -1.371], [-1.242, 6.097, 0.089], [-0.916, 4.749, -0.951], [0.720, 3.789, 0.504], [-0.443, 4.371, 1.646], [2.067, 5.338, 2.102], [0.680, 6.465, 2.001], [-2.366, -2.874, 8.027], [-1.356, -3.544, 7.254], [-0.995, -4.912, 7.538], [-1.735, -3.421, 5.503], [-0.390, -3.412, 4.813], [0.630, -2.623, 5.663], [0.144, -2.549, 7.107], [-2.264, -2.478, 5.366], [-2.367, -4.236, 5.164], [0.002, -4.407, 4.599], [-0.463, -2.918, 3.841], [0.763, -1.618, 5.271], [1.638, -3.040, 5.648], [-0.270, -1.537, 7.236], [0.812, -2.625, 7.959], [0.492, -0.916, 2.098], [-0.326, -1.109, 0.923], [-1.002, -2.375, 0.707], [-1.534, 0.221, 0.749], [-1.151, 1.007, -0.516], [-0.220, 0.167, -1.387], [0.695, -0.631, -0.506], [-1.460, 0.854, 1.631], [-2.500, -0.277, 0.745], [-2.062, 1.372, -0.980], [-0.584, 1.887, -0.195], [0.301, 0.837, -2.078], [-0.776, -0.484, -2.070], [1.350, -0.007, 0.111], [1.225, -1.481, -0.912]], "forces_ev_per_a": [[0.7, -0.3, -0.6], [-1.0, 0.7, 0.0], [-0.1, -0.3, 0.0], [0.5, -0.1, 0.1], [0.0, -0.1, -0.2], [-0.6, 0.2, -0.1], [0.4, 0.0, 1.4], [1.0, -0.2, -1.1], [-0.1, 0.2, 0.2], [0.1, 0.1, -0.3], [0.1, 0.2, -0.1], [0.0, 0.1, 0.1], [0.1, 0.1, 0.1], [-0.3, -0.1, 0.0], [-0.1, -0.2, 0.0], [0.4, 0.0, 0.2], [-0.2, 0.3, -0.3], [0.1, -0.2, -0.1], [-0.2, -0.2, 0.0], [-0.2, 0.0, 0.3], [-0.4, 0.2, 0.0], [-0.3, -0.2, -0.2], [0.1, 0.0, 0.2], [0.1, -0.3, -0.1], [0.1, -0.1, 0.2], [-0.2, 0.0, 0.0], [0.6, -0.5, 0.3], [0.0, 0.4, -0.6], [-0.2, 0.1, -0.1], [0.2, 0.0, -0.1], [-0.3, 0.3, 0.1], [0.7, 0.4, 0.1], [-1.0, -0.3, 0.6], [-0.4, 0.1, 0.0], [0.6, -0.6, 0.2], [-0.7, -0.2, -0.2], [-0.1, 0.0, 0.6], [-0.3, 0.1, 0.1], [-0.3, 0.0, -0.1], [-0.3, 0.1, 0.0], [-0.1, 0.1, 0.2], [0.1, -0.1, 0.0], [0.3, -0.2, -0.5], [0.2, 0.0, -0.2], [0.1, -0.1, 0.1], [0.3, -0.1, -0.3], [0.1, 0.0, -0.1], [0.0, 0.0, 0.2], [0.4, 0.3, -0.1], [0.0, 0.0, 0.0], [0.2, 0.1, -0.2], [0.0, 0.0, -0.1], [0.0, -0.1, -0.1], [0.3, 0.9, 0.8], [0.1, 0.1, -0.3], [0.1, -0.6, 0.7], [-0.3, 0.2, 0.2], [1.1, -0.8, 0.5], [-1.0, -1.0, -0.5], [0.1, -0.1, -0.1], [-0.2, 0.1, -0.7], [-0.2, 0.0, 0.0], [0.2, 0.1, -0.2], [-0.1, 0.7, -0.2], [-0.1, -0.1, -0.1], [0.0, 0.4, 0.2], [-0.2, 0.2, -0.2], [0.3, 0.1, 0.1], [-0.7, 0.3, -0.5], [0.2, -0.1, 0.0], [-1.2, -0.2, 1.0], [0.7, -0.7, -0.7], [-0.9, 1.1, -0.6], [0.2, -0.6, 1.2], [0.4, 0.1, -0.2], [0.3, 0.0, -0.1], [0.2, 0.1, 0.2], [-0.2, 0.3, 0.2], [0.2, 0.0, 0.1], [0.2, -0.4, -0.1], [0.1, -0.2, -0.1], [0.0, 0.1, -0.3], [0.0, 0.2, -0.2], [-0.1, -0.5, 0.5], [0.2, 0.3, -0.4], [0.1, -0.2, 0.4], [0.2, -0.2, -0.8], [-0.3, -0.7, -1.0], [0.7, -0.3, 0.3], [-0.1, 0.1, 0.1], [-0.2, 0.2, -0.1], [-0.2, 0.1, 0.3], [0.1, 0.0, 0.3], [0.2, 0.4, 0.2], [-0.2, 0.5, 0.2], [-0.2, 0.5, 0.2], [-0.1, -0.1, -0.1], [0.4, -0.3, 0.5], [-1.3, 0.6, -0.9], [0.5, 0.0, 0.0], [1.4, 0.8, 0.5], [0.1, 0.7, -0.5], [-0.1, -0.4, -0.7], [0.0, -1.4, 0.7], [-0.5, 0.0, -0.3], [-0.3, -0.7, 0.0], [-0.1, 0.0, 0.2], [-0.3, -0.3, 0.2], [0.2, 0.1, 0.2], [-0.1, 0.2, 0.1], [0.1, 0.7, 0.1], [0.0, 0.1, 0.1], [0.3, 0.2, 0.0], [-0.2, -1.4, -0.1], [-0.2, 0.1, -0.2], [-0.2, 0.9, 0.5], [-0.1, -0.6, 0.0], [-0.2, -0.6, 0.0], [0.0, 1.4, 0.0], [-0.1, 0.0, -0.1], [0.2, -0.1, -0.3], [0.2, 0.2, 0.1], [0.1, 0.0, 0.0], [0.3, 0.2, -0.1], [-0.1, 0.1, -0.1], [0.0, -0.3, 0.0], [0.1, -0.3, 0.4], [0.1, -0.1, 0.2], [0.5, -0.3, -0.7], [-0.1, 0.0, 0.2], [0.0, 0.2, 0.0], [0.8, 0.2, -0.7], [0.8, -0.2, 0.4], [-1.3, 1.7, 0.2], [0.0, 0.0, 0.0], [-0.1, -0.1, 0.3], [-0.3, -0.2, 0.3], [-0.2, 0.0, 0.0], [-0.3, 0.1, 0.1], [-0.2, -0.4, -0.2], [-0.1, -0.1, 0.0], [0.2, -0.8, -0.2], [-0.3, -0.3, 0.4], [-0.1, 0.2, -0.7], [0.1, 0.0, 0.2], [0.3, 0.0, 0.2], [0.1, 0.0, 0.8], [-0.6, 0.1, -1.4], [-0.3, 0.4, 1.5], [0.0, -0.2, 0.1], [-0.1, 0.0, -0.3], [0.1, -0.1, -0.4], [-0.1, 0.0, 0.0], [0.3, -0.1, 0.2], [0.0, -0.2, 0.3], [0.5, 0.1, -0.7], [0.0, -0.1, 0.0]], "e_lumo_ev": 0.17, "smiles": "CCOP(=O)(OCC)OCC.CCOP(=O)(OCC)OCC.O=S1(=O)CCCC1.O=S1(=O)CCCC1.O=S1(=O)CCCC1.O=S1(=O)CCCC1.O=S1(=O)CCCC1.O=S1(=O)CCCC1.O=S1(=O)CCCC1", "e_above_lowest_kj_mol": 0.00, "homo_energy_ev": -9.912, "max_force_ev_per_a": 2.2, "energy_ev": -182348.0275, "gap_ev": 10.0803}